{"formula": "C3H7NO2", "method": "wB97M-V/def2-TZVPD", "species": ["C", "C", "C", "O", "N", "O", "H", "H", "H", "H", "H", "H", "H"], "coordinates": [[0.23715, -1.58670, -0.76075], [0.14251, -0.36734, 0.10929], [-1.07676, 0.52880, 0.05813], [-0.80406, 1.68210, -0.71100], [1.18450, -0.02816, 0.76796], [0.97884, 1.19732, 1.41690], [1.27811, -1.78462, -1.01836], [-0.17571, -2.49079, -0.30144], [-0.31608, -1.39970, -1.68444], [-1.38341, 0.77800, 1.08234], [-1.90557, 0.02132, -0.43758], [-0.00273, 2.07051, -0.32457], [1.84320, 1.37927, 1.80352]], "mol_weight_g_mol": 89.094, "relative_energy_kcal_mol": 64.5, "total_charge": 0, "smiles": "C/C(CO)=N/O", "e_homo_ha": -0.363}